Entry from the OMol25 dataset: an isolated molecule of C7H13N3O3 in a non-equilibrium geometry (ωB97M-V/def2-TZVPD).

Calculated values
HOMO energy (eV): -8.23
Energy (a.u.): -664.4429
ΔE to the lowest compared entry with this formula, charge and spin (eV): 3.564
LUMO level (eV): 0.7

The geometry in ORCA input format:
```
! RIJCOSX wB97M-V def2-TZVPD def2/J DEFGRID3
* xyz 0 1
C -0.203 1.082 2.490
C 1.895 -0.719 -0.332
C 0.938 -1.049 -1.557
C 1.098 -0.478 0.915
C -0.020 0.049 -1.948
C 0.125 0.679 0.983
C -1.175 -0.093 -1.047
N -1.012 0.042 0.239
N -2.356 -0.598 -1.474
N 0.488 1.855 0.314
O -1.115 0.472 3.182
O 0.517 1.903 3.011
O -2.079 -0.154 1.005
H 2.515 -1.532 -0.262
H 2.592 0.099 -0.505
H 1.637 -1.330 -2.370
H 0.280 -1.942 -1.370
H 0.580 -1.393 1.133
H 1.769 -0.461 1.813
H 0.362 1.023 -1.765
H -0.458 0.027 -2.926
H -2.902 -0.871 -0.686
H -2.580 -1.074 -2.386
H -1.569 -0.299 2.676
H 1.122 2.388 0.887
H -0.449 2.373 -0.016
*
```

=====

Entry from the OMol25 dataset: a structure of composition C32H40Ge2N2OS2W in a non-equilibrium geometry (ωB97M-V/def2-TZVPD).

Calculated values
HOMO energy (spin up / spin down) (eV): -12.48 / -12.47
Energy (a.u.): -6444.7596
ΔE to the lowest compared entry with this formula, charge and spin (eV): 0.508
LUMO level (spin up / spin down) (eV): -7.0 / -9.4

The geometry in ORCA input format:
```
! RIJCOSX wB97M-V def2-TZVPD def2/J DEFGRID3
* xyz 2 3
W 0.198 -0.500 0.231
C -0.763 -4.575 1.923
C -0.071 -3.280 1.620
N -0.717 -2.315 0.989
N -2.075 -2.592 0.785
C -2.669 -1.713 0.081
S -1.937 -0.298 -0.684
S -4.419 -1.831 -0.126
C -4.782 -3.602 -0.068
C -4.659 -3.806 -1.531
C -3.403 -4.089 -2.149
C -3.327 -4.218 -3.505
C -4.487 -4.048 -4.294
C -5.733 -3.773 -3.706
C -5.821 -3.640 -2.350
C 1.312 -3.141 2.097
C 1.792 -4.029 3.077
C 3.075 -3.922 3.574
C 3.931 -2.943 3.081
C 3.504 -2.064 2.098
C 2.212 -2.168 1.642
O 1.770 -1.290 0.695
H -1.561 -4.776 1.221
H -1.212 -4.525 2.920
H -0.051 -5.394 1.906
H -5.809 -3.687 0.281
H -4.112 -4.144 0.591
H -2.525 -4.223 -1.533
H -2.385 -4.450 -3.982
H -4.413 -4.130 -5.370
H -6.613 -3.667 -4.325
H -6.774 -3.428 -1.881
H 1.145 -4.796 3.476
H 3.414 -4.605 4.340
H 4.939 -2.862 3.466
H 4.156 -1.305 1.688
C 1.460 1.963 4.415
C 1.166 0.798 3.464
Ge 0.063 1.329 1.932
C -1.786 1.688 2.450
C -1.934 3.006 3.219
C 0.824 2.882 1.067
C 1.169 2.970 -0.226
Ge 0.943 1.368 -1.345
C 2.659 0.404 -1.712
C 3.583 1.088 -2.721
C -0.153 1.490 -2.965
C 0.243 2.384 -4.143
C 1.735 4.223 -0.819
C 2.233 4.232 -2.117
C 2.775 5.378 -2.684
C 2.827 6.550 -1.950
C 2.330 6.565 -0.652
C 1.789 5.420 -0.097
H 2.115 1.638 5.224
H 0.554 2.358 4.871
H 1.960 2.784 3.900
H 0.665 -0.018 3.992
H 2.103 0.396 3.072
H -2.143 0.845 3.048
H -2.379 1.715 1.536
H -1.398 2.993 4.166
H -2.983 3.199 3.445
H -1.565 3.850 2.635
H 0.977 3.750 1.705
H 2.384 -0.593 -2.067
H 3.170 0.273 -0.758
H 3.096 1.268 -3.678
H 4.446 0.447 -2.909
H 3.954 2.040 -2.346
H -1.148 1.781 -2.615
H -0.228 0.449 -3.294
H 0.242 3.437 -3.867
H -0.469 2.263 -4.961
H 1.229 2.140 -4.538
H 2.204 3.328 -2.709
H 3.153 5.353 -3.698
H 3.246 7.448 -2.383
H 2.363 7.478 -0.071
H 1.399 5.469 0.910
*
```

=====

Entry from the OMol25 dataset: a cluster of 2 separate species, C2H5ClNO2S in total in a non-equilibrium geometry (ωB97M-V/def2-TZVPD).

Calculated values
HOMO energy (spin up / spin down) (eV): -2.80 / -4.35
Energy (a.u.): -1142.7149
ΔE to the lowest compared entry with this formula, charge and spin (eV): 4.592
LUMO level (spin up / spin down) (eV): 2.7 / 3.3

The geometry in ORCA input format:
```
! RIJCOSX wB97M-V def2-TZVPD def2/J DEFGRID3
* xyz -1 1
C 0.083 -1.311 0.199
C -1.822 1.350 -0.151
N 0.718 -0.229 0.904
O 2.393 0.075 -1.152
O 2.299 1.780 0.515
S 2.052 0.359 0.254
Cl -2.980 0.056 0.002
H 0.678 -1.632 -0.620
H 0.131 -2.173 0.808
H -1.044 -1.113 0.003
H -0.952 1.146 0.337
H -1.557 1.691 -1.099
*
```

=====

Entry from the OMol25 dataset: an isolated molecule of C5H13NS in a non-equilibrium geometry (ωB97M-V/def2-TZVPD).

Calculated values
HOMO energy (eV): -8.98
Energy (a.u.): -651.2041
SMILES: CNCCCCS
ΔE to the lowest compared entry with this formula, charge and spin (eV): 1.084
LUMO level (eV): 0.9

The geometry in ORCA input format:
```
! RIJCOSX wB97M-V def2-TZVPD def2/J DEFGRID3
* xyz 0 1
C 2.662 0.982 0.977
N 2.101 0.013 0.021
C 0.785 0.598 -0.481
C -0.114 -0.565 -0.961
C -1.560 -0.152 -0.846
C -2.285 -0.536 0.494
S -2.256 -2.325 0.805
H 2.588 2.037 0.587
H 3.708 0.820 1.235
H 2.053 0.868 1.882
H 2.710 0.153 -0.783
H 1.118 1.269 -1.272
H 0.286 1.178 0.294
H 0.175 -0.685 -2.024
H 0.277 -1.461 -0.466
H -2.048 -0.634 -1.702
H -1.645 0.942 -0.960
H -1.802 0.109 1.245
H -3.335 -0.244 0.433
H -3.416 -2.366 1.524
*
```

=====

Entry from the OMol25 dataset: a structure of composition C15H12AuClN2O3 in a non-equilibrium geometry (ωB97M-V/def2-TZVPD).

Calculated values
HOMO energy (eV): -8.49
Energy (a.u.): -1509.8781
LUMO level (eV): -1.2

The geometry in ORCA input format:
```
! RIJCOSX wB97M-V def2-TZVPD def2/J DEFGRID3
* xyz 0 1
Au -0.265 2.053 -1.152
N -2.979 4.120 4.280
C -2.233 3.549 3.558
C -1.320 2.809 2.824
C -0.364 2.085 3.540
C 0.627 1.356 2.867
C 0.626 1.426 1.477
N -0.317 2.160 0.842
C -1.316 2.839 1.452
H -0.371 2.158 4.634
H 1.390 0.759 3.380
H 1.328 0.929 0.804
H -1.990 3.415 0.800
C 1.556 -2.070 -2.588
C 0.959 -1.982 -1.206
C 1.724 -2.417 -0.122
C 1.314 -2.380 1.226
Cl 2.332 -2.961 2.464
C 0.003 -1.875 1.455
C -0.831 -1.503 0.404
C -0.325 -1.449 -0.908
O -1.210 -0.882 -1.783
C -1.091 -0.628 -3.200
C -0.183 0.542 -3.703
O 0.385 0.394 -4.768
O -0.133 1.699 -3.109
H 2.423 -2.752 -2.598
H 1.878 -1.098 -2.995
H 0.856 -2.520 -3.323
H 2.706 -2.808 -0.361
H -0.370 -1.834 2.487
H -1.869 -1.209 0.564
H -2.116 -0.363 -3.518
H -0.823 -1.562 -3.724
*
```

=====

Entry from the OMol25 dataset: a structure of composition C3H4N2OS2 in a non-equilibrium geometry (ωB97M-V/def2-TZVPD).

Calculated values
HOMO energy (eV): -8.43
Energy (a.u.): -1097.7092
ΔE to the lowest compared entry with this formula, charge and spin (eV): 3.954
LUMO level (eV): -0.4

The geometry in ORCA input format:
```
! RIJCOSX wB97M-V def2-TZVPD def2/J DEFGRID3
* xyz 0 1
C 0.779 -0.488 0.136
C -1.471 -0.029 -0.025
C 0.489 0.780 -0.084
H 3.120 -0.930 1.146
H -0.917 -2.069 0.815
H -3.098 -0.951 -0.745
H 1.233 2.849 -1.055
N -0.517 -1.024 0.356
N -2.757 0.036 -0.418
O -0.819 1.146 0.194
S 2.288 -1.370 -0.303
S 1.672 2.051 -0.018
*
```

=====

Entry from the OMol25 dataset: a cluster of 6 separate species, C22H50FI2N6O6 in total (ωB97M-V/def2-TZVPD).

Calculated values
HOMO energy (eV): -9.74
Energy (a.u.): -2343.1501
LUMO level (eV): -3.2

The geometry in ORCA input format:
```
! RIJCOSX wB97M-V def2-TZVPD def2/J DEFGRID3
* xyz 1 1
C 2.007 -2.882 -1.000
C 3.460 -2.583 -1.302
O 3.606 -2.659 -2.716
C 4.112 -1.348 -0.681
N 3.292 -0.131 -0.300
C 4.214 0.948 0.170
F 2.579 -0.513 0.842
C 2.224 0.305 -1.290
I 1.388 2.206 -0.773
C 2.648 0.206 -2.768
C 3.971 0.842 -3.150
I 1.126 1.166 -3.942
H 1.357 -2.366 -1.710
H 1.845 -3.940 -1.175
H 1.706 -2.625 0.010
H 4.051 -3.391 -0.870
H 4.512 -2.475 -2.952
H 4.917 -0.972 -1.305
H 4.583 -1.657 0.252
H 3.722 1.482 0.971
H 4.465 1.579 -0.672
H 5.109 0.467 0.552
H 1.402 -0.377 -1.111
H 2.554 -0.826 -3.085
H 4.836 0.264 -2.833
H 4.029 0.904 -4.233
H 4.028 1.869 -2.793
C -2.772 5.795 1.841
O -3.617 6.627 1.568
N -2.712 4.569 1.294
C -1.684 3.616 1.649
C -3.723 4.193 0.318
H -1.966 5.986 2.572
H -1.095 3.350 0.765
H -2.143 2.713 2.056
H -1.023 4.054 2.395
H -3.696 4.869 -0.537
H -4.717 4.243 0.761
H -3.534 3.174 -0.009
C -5.906 10.603 0.601
O -6.238 11.729 0.285
N -6.572 9.487 0.253
C -6.125 8.168 0.657
C -7.772 9.629 -0.552
H -5.010 10.395 1.211
H -5.912 7.551 -0.218
H -6.894 7.672 1.254
H -5.219 8.246 1.248
H -7.544 10.118 -1.500
H -8.513 10.239 -0.035
H -8.186 8.642 -0.744
C 6.552 -4.652 0.626
O 5.807 -3.702 0.398
N 6.410 -5.858 0.080
C 7.317 -6.953 0.381
C 5.308 -6.086 -0.846
H 7.407 -4.574 1.313
H 7.812 -7.300 -0.526
H 6.775 -7.787 0.826
H 8.075 -6.615 1.084
H 5.383 -5.419 -1.705
H 4.351 -5.906 -0.358
H 5.341 -7.115 -1.192
C -4.388 0.564 3.341
O -4.155 1.335 2.428
N -3.455 -0.105 4.041
C -3.806 -1.014 5.116
C -2.058 0.094 3.709
H -5.415 0.345 3.677
H -3.367 -0.686 6.059
H -3.454 -2.024 4.899
H -4.887 -1.041 5.228
H -1.777 1.140 3.836
H -1.866 -0.182 2.670
H -1.447 -0.520 4.366
C 0.414 -6.058 -1.869
O 1.431 -6.261 -2.507
N -0.834 -6.230 -2.326
C -2.002 -5.961 -1.511
C -1.010 -6.710 -3.690
H 0.443 -5.704 -0.821
H -2.603 -6.863 -1.386
H -2.624 -5.191 -1.970
H -1.687 -5.617 -0.528
H -0.536 -7.683 -3.816
H -0.554 -6.020 -4.399
H -2.072 -6.797 -3.900
*
```

=====

Entry from the OMol25 dataset: a cluster of 2 separate species, C13H12BrO4 in total in a non-equilibrium geometry (ωB97M-V/def2-TZVPD).

Calculated values
HOMO energy (eV): -2.76
Energy (a.u.): -3377.2666
LUMO level (eV): 1.4

The geometry in ORCA input format:
```
! RIJCOSX wB97M-V def2-TZVPD def2/J DEFGRID3
* xyz -1 1
C -4.480 -1.799 -0.795
C -3.249 -0.804 -1.145
C -1.922 -1.464 -0.504
O -0.958 -1.916 -1.538
C 0.300 -1.379 -1.081
C 1.094 -2.002 -0.061
Br 0.469 -3.692 0.781
C 2.462 -1.258 0.381
O 3.526 -1.863 0.660
C 2.360 0.352 0.384
C 3.071 1.237 1.462
C 2.852 2.776 1.344
C 2.009 3.452 0.205
C 1.292 2.562 -0.883
C 1.480 1.037 -0.737
C 0.758 0.021 -1.759
O 0.566 0.293 -2.977
H -5.320 -1.798 -1.566
H -4.814 -1.538 0.269
H -4.040 -2.864 -0.751
H -3.503 0.197 -0.623
H -3.133 -0.590 -2.266
H -2.134 -2.381 0.152
H -1.405 -0.615 0.091
H 3.703 0.768 2.296
H 3.367 3.454 2.109
H 1.899 4.587 0.153
H 0.670 3.025 -1.730
O 1.242 1.474 4.059
H 1.839 0.728 4.067
*
```

=====

Entry from the OMol25 dataset: a cluster of 2 separate species, C2H5O3S3 in total in a non-equilibrium geometry (ωB97M-V/def2-TZVPD).

Calculated values
HOMO energy (spin up / spin down) (eV): -3.01 / -5.55
Energy (a.u.): -1499.4465
ΔE to the lowest compared entry with this formula, charge and spin (eV): 0.000
LUMO level (spin up / spin down) (eV): 3.2 / 1.1

The geometry in ORCA input format:
```
! RIJCOSX wB97M-V def2-TZVPD def2/J DEFGRID3
* xyz -1 3
C 0.866 -1.561 -0.204
C 1.428 -0.466 0.592
O 0.803 1.034 -1.235
O 3.037 0.018 -1.275
O 2.599 1.924 0.136
S -1.226 1.965 0.947
S 1.317 -0.228 2.183
S 2.068 0.752 -0.534
H 0.323 -1.009 -1.068
H 0.028 -2.116 0.222
H 1.675 -2.020 -0.731
H -0.112 2.086 1.416
H -0.775 1.419 -0.184
*
```

=====

Entry from the OMol25 dataset: a structure of composition C32H47BrClIMnNO2PSi2 (ωB97M-V/def2-TZVPD).

Calculated values
HOMO energy (spin up / spin down) (eV): -0.31 / -1.14
Energy (a.u.): -6856.1968
ΔE to the lowest compared entry with this formula, charge and spin (eV): 0.000
LUMO level (spin up / spin down) (eV): 3.8 / 3.8

The geometry in ORCA input format:
```
! RIJCOSX wB97M-V def2-TZVPD def2/J DEFGRID3
* xyz -2 6
Mn -1.302 0.121 1.036
N -1.372 2.533 1.964
C -0.172 2.668 2.775
C 0.983 1.796 2.235
O 2.125 2.062 2.626
O 0.646 0.873 1.434
H -1.394 3.155 1.167
H -2.234 2.627 2.482
H -0.385 2.300 3.781
H 0.198 3.693 2.878
C -2.336 0.272 4.953
Si -2.461 -0.660 3.254
C -2.284 -2.493 3.818
C -4.367 -0.515 2.909
C -5.274 -0.973 3.872
C -6.649 -0.909 3.690
C -7.151 -0.366 2.512
C -6.266 0.098 1.548
C -4.875 0.035 1.713
Si -3.739 0.703 0.283
C -4.417 2.516 0.122
C -4.521 -0.135 -1.267
H -2.871 -0.259 5.751
H -2.767 1.278 4.885
H -1.292 0.378 5.263
H -2.944 -2.757 4.654
H -1.252 -2.689 4.127
H -2.501 -3.161 2.980
H -4.892 -1.396 4.799
H -7.323 -1.282 4.455
H -8.223 -0.309 2.346
H -6.673 0.523 0.634
H -5.473 2.532 -0.178
H -3.850 3.083 -0.624
H -4.343 3.052 1.075
H -5.599 0.041 -1.368
H -4.347 -1.213 -1.222
H -4.033 0.235 -2.176
C 1.465 3.017 -3.557
C 0.961 2.372 -2.265
C 1.367 3.231 -1.064
C -0.574 2.326 -2.324
P 1.458 0.585 -1.910
C 1.132 -0.174 -3.552
C -0.002 -0.992 -3.578
C -0.394 -1.631 -4.748
C 0.351 -1.480 -5.908
C 1.488 -0.681 -5.894
C 1.871 -0.031 -4.729
C 3.332 0.488 -1.681
C 3.541 0.661 -0.168
C 3.742 -0.945 -2.052
C 4.250 1.469 -2.413
H 1.036 4.022 -3.644
H 1.150 2.448 -4.433
H 2.551 3.119 -3.581
H 0.919 4.227 -1.160
H 2.448 3.359 -0.991
H 1.021 2.779 -0.133
H -0.969 3.347 -2.390
H -1.000 1.852 -1.436
H -0.923 1.775 -3.200
H -0.560 -1.145 -2.659
H -1.277 -2.260 -4.741
H 0.053 -1.988 -6.818
H 2.078 -0.563 -6.796
H 2.751 0.598 -4.743
H 2.901 -0.018 0.398
H 3.288 1.662 0.187
H 4.592 0.470 0.081
H 3.046 -1.677 -1.634
H 4.735 -1.156 -1.640
H 3.782 -1.091 -3.132
H 4.042 2.504 -2.142
H 4.188 1.377 -3.499
H 5.288 1.259 -2.126
Br 3.016 -6.582 1.035
C 4.087 -5.070 1.476
C 5.376 -5.315 1.930
C 6.203 -4.254 2.254
C 5.735 -2.954 2.123
C 4.447 -2.727 1.672
C 3.592 -3.779 1.339
I 1.654 -3.277 0.677
H 5.719 -6.336 2.026
H 7.207 -4.444 2.612
H 6.369 -2.113 2.373
H 4.081 -1.713 1.576
Cl -0.988 -2.011 -0.204
*
```

=====

Entry from the OMol25 dataset: an isolated molecule of C2H4N2O2 in a non-equilibrium geometry (ωB97M-V/def2-TZVPD).

Calculated values
HOMO energy (eV): -9.41
Energy (a.u.): -338.4526
SMILES: C1=NOCON1
ΔE to the lowest compared entry with this formula, charge and spin (eV): 5.459
LUMO level (eV): 0.7

The geometry in ORCA input format:
```
! RIJCOSX wB97M-V def2-TZVPD def2/J DEFGRID3
* xyz 0 1
C -1.265 -0.263 -0.290
N -1.090 0.845 0.294
O 0.259 1.270 0.428
C 1.051 0.192 0.636
O 1.104 -0.703 -0.400
N -0.265 -1.083 -0.814
H -2.302 -0.594 -0.246
H 0.636 -0.242 1.535
H 2.032 0.503 0.835
H -0.503 -2.109 -0.798
*
```

=====

Entry from the OMol25 dataset: an isolated molecule of C7H13N in a non-equilibrium geometry (ωB97M-V/def2-TZVPD).

Calculated values
HOMO energy (eV): -8.47
Energy (a.u.): -329.1641
SMILES: C=C/C=C/C[C@H](C)N
ΔE to the lowest compared entry with this formula, charge and spin (eV): 2.921
LUMO level (eV): 1.1

The geometry in ORCA input format:
```
! RIJCOSX wB97M-V def2-TZVPD def2/J DEFGRID3
* xyz 0 1
C -1.117 2.396 -3.338
C -0.420 1.424 -2.715
C -0.917 0.756 -1.526
C -0.083 0.078 -0.735
C -0.515 -0.632 0.526
C 0.487 -0.569 1.736
C 1.780 -1.444 1.478
N -0.104 -1.154 2.959
H -1.886 2.720 -2.689
H -1.143 2.996 -4.257
H 0.334 0.813 -3.206
H -1.866 1.135 -1.238
H 0.986 0.205 -0.836
H -1.543 -0.301 0.802
H -0.663 -1.717 0.270
H 0.624 0.583 1.748
H 1.717 -2.063 0.599
H 1.832 -2.142 2.262
H 2.541 -0.860 1.062
H -0.549 -0.547 3.580
H 0.504 -1.679 3.513
*
```